# 1
The following is a quantum chemistry calculation of C16H26AsBaI2N4O as an isolated structure, from the Open Molecules 2025 dataset.

**Energy**: -102753.0554 eV
**Frontier orbital gap**: 7.06 eV
**Energy above the lowest of the compared OMol25 structures with the same formula, charge and spin**: 2.7 kcal per mole

ORCA input file:
```
! wB97M-V def2-TZVPD RIJCOSX def2/J DEFGRID3
* xyz 1 1
Ba -0.44 0.24 0.19
N 1.97 1.93 -0.23
C 1.64 3.30 0.21
C 0.40 3.82 -0.50
N -0.83 3.06 -0.22
C -1.70 3.66 0.81
C -1.48 3.12 2.22
N -1.91 1.71 2.33
H 2.81 1.62 0.25
H 2.21 1.95 -1.21
H 2.44 4.01 0.03
H 1.47 3.27 1.29
H 0.59 3.78 -1.58
H 0.27 4.88 -0.25
H -1.37 2.99 -1.08
H -2.74 3.46 0.53
H -1.59 4.75 0.84
H -2.02 3.77 2.91
H -0.42 3.17 2.48
H -2.90 1.65 2.10
H -1.83 1.40 3.29
I -4.86 0.25 -2.98
C -3.22 -1.01 -3.35
C -3.28 -1.95 -4.39
C -2.21 -2.77 -4.64
I -2.37 -4.15 -6.21
C -1.03 -2.68 -3.85
C 0.12 -3.48 -4.03
C 1.20 -3.32 -3.22
C 1.14 -2.35 -2.20
N 0.10 -1.58 -1.99
C -1.00 -1.73 -2.81
C -2.11 -0.85 -2.54
O -2.02 0.01 -1.57
H -4.17 -2.03 -4.99
H 0.14 -4.21 -4.82
H 2.09 -3.92 -3.34
H 1.99 -2.21 -1.53
C 3.00 -2.35 2.18
As 1.43 -1.33 2.69
C 2.18 -0.30 4.17
C 0.49 -2.70 3.72
H 3.45 -2.83 3.05
H 3.74 -1.70 1.72
H 2.72 -3.12 1.46
H 2.69 -0.96 4.86
H 1.38 0.22 4.70
H 2.89 0.44 3.79
H 1.16 -3.16 4.44
H 0.12 -3.47 3.04
H -0.35 -2.26 4.24
*
```

# 2
The following is a quantum chemistry calculation of an isolated molecule of C16H26BN3O4 at a distorted geometry, from the Open Molecules 2025 dataset.

**Energy**: -30351.9061 eV
**Frontier orbital gap**: 8.43 eV
**Energy above the lowest of the compared OMol25 structures with the same formula, charge and spin**: 53.6 kcal per mole
**SMILES string**: N[C@@H](CN1C[C@H](CCCB(O)O)[C@](N)(C(=O)O)C1)c1ccccc1

ORCA input file:
```
! wB97M-V def2-TZVPD RIJCOSX def2/J DEFGRID3
* xyz 0 1
N -1.09 -3.58 -1.99
C -0.08 -2.50 -1.73
C -0.39 -1.93 -0.34
N 0.50 -0.84 0.07
C 0.09 -0.13 1.32
C 0.30 1.35 1.17
C -0.79 2.28 1.75
C -0.81 2.25 3.28
C -1.88 3.07 3.94
B -3.32 2.58 3.40
O -4.36 3.39 2.97
O -3.48 1.15 3.51
C 0.55 1.51 -0.39
N 1.77 2.27 -0.60
C -0.68 2.19 -1.02
O -1.71 1.58 -1.14
O -0.46 3.38 -1.53
C 0.73 0.11 -1.01
C 1.36 -2.79 -2.10
C 2.34 -3.12 -1.21
C 3.56 -3.46 -1.67
C 3.95 -3.54 -2.98
C 2.94 -3.21 -3.90
C 1.72 -2.92 -3.43
H -2.09 -3.31 -1.92
H -1.03 -4.29 -1.29
H -0.37 -1.73 -2.53
H -0.67 -2.74 0.40
H -1.36 -1.46 -0.47
H -0.96 -0.30 1.54
H 0.75 -0.50 2.10
H 1.23 1.56 1.69
H -1.74 2.09 1.29
H -0.61 3.32 1.42
H -1.01 1.10 3.49
H 0.12 2.62 3.69
H -2.06 3.01 5.00
H -1.72 4.09 3.75
H -4.32 4.34 3.14
H -4.20 0.86 2.99
H 1.62 3.17 -0.16
H 1.81 2.41 -1.65
H -1.23 3.61 -2.05
H -0.06 0.00 -1.78
H 1.68 -0.10 -1.52
H 2.06 -3.22 -0.15
H 4.30 -3.73 -0.96
H 4.96 -3.80 -3.30
H 3.16 -3.16 -4.91
H 0.94 -2.94 -4.17
*
```

# 3
The following is a quantum chemistry calculation of C16H26BaN6O6 as an isolated structure at a distorted geometry, from the Open Molecules 2025 dataset.

**Energy**: -38918.1114 eV
**Frontier orbital gap (spin up / spin down)**: 3.57 / 4.77 eV

ORCA input file:
```
! wB97M-V def2-TZVPD RIJCOSX def2/J DEFGRID3
* xyz 0 1
O -0.28 2.66 -4.17
H 0.49 2.68 -3.57
Ba -0.37 -0.22 0.21
N -2.05 0.47 -1.25
N -0.56 2.06 0.96
N 0.51 -2.12 -0.74
N 1.65 -0.52 1.46
O -2.82 -0.38 -1.65
O -0.27 -2.89 -1.69
O 2.06 0.30 2.52
O 0.38 2.61 1.71
C -1.27 2.67 0.01
C -2.14 1.85 -1.03
C 1.14 -2.73 0.24
C 1.81 -1.83 1.45
C -3.11 2.36 -2.03
H -2.77 2.02 -3.04
H -3.17 3.46 -1.96
H -4.07 1.83 -1.80
C -1.36 4.15 0.07
H -0.34 4.55 -0.10
H -1.62 4.37 1.13
H -2.11 4.54 -0.65
C 1.44 -4.21 0.23
C 2.71 -2.56 2.43
H 1.15 -4.52 -0.80
H 0.79 -4.76 0.96
H 2.54 -4.41 0.41
H 2.77 -1.89 3.31
H 3.72 -2.64 1.96
H 2.31 -3.57 2.72
H -0.69 -2.18 -2.24
H 1.56 1.16 2.33
C 1.88 0.92 -1.26
H 1.99 1.33 -2.23
H 2.16 -0.10 -1.04
H 1.96 1.58 -0.42
O -0.61 -0.93 -4.58
H -0.67 0.01 -4.87
H 0.04 -0.88 -3.87
N -3.71 -0.26 3.40
C -2.98 0.11 2.28
N -1.91 -0.67 2.17
C -1.88 -1.57 3.21
C -0.94 -2.54 3.55
C -1.17 -3.27 4.73
C -2.32 -3.01 5.52
C -3.25 -2.02 5.15
C -3.01 -1.33 4.00
H -4.56 0.15 3.69
H -3.28 0.90 1.62
H -0.07 -2.68 2.90
H -0.47 -4.04 5.04
H -2.47 -3.60 6.43
H -4.16 -1.78 5.73
*
```

# 4
The following is a quantum chemistry calculation of an isolated molecule of C16H26ClNO2, from the Open Molecules 2025 dataset.

**Energy**: -35120.8663 eV
**Frontier orbital gap**: 8.75 eV
**Energy above the lowest of the compared OMol25 structures with the same formula, charge and spin**: 2.3 kcal per mole
**SMILES string**: CCN(CC)CCOCCOc1cc(C)c(Cl)c(C)c1

ORCA input file:
```
! wB97M-V def2-TZVPD RIJCOSX def2/J DEFGRID3
* xyz 0 1
C 1.00 1.57 0.80
C 1.70 1.13 -0.49
N 3.05 0.62 -0.39
C 4.12 1.59 -0.40
C 4.39 2.38 0.89
C 3.25 -0.48 0.53
C 2.44 -1.71 0.13
O 1.16 -1.64 0.73
C 0.29 -2.70 0.45
C -0.23 -2.71 -1.00
O -0.66 -1.44 -1.43
C -1.79 -0.88 -0.91
C -1.99 0.46 -1.23
C -3.10 1.15 -0.79
C -3.30 2.59 -1.13
C -4.03 0.46 -0.01
Cl -5.43 1.30 0.57
C -3.86 -0.88 0.32
C -4.88 -1.59 1.16
C -2.73 -1.54 -0.14
H 0.01 1.95 0.56
H 0.87 0.71 1.46
H 1.55 2.34 1.32
H 1.09 0.34 -0.94
H 1.73 1.97 -1.19
H 3.92 2.30 -1.21
H 5.04 1.05 -0.66
H 5.29 2.97 0.78
H 3.57 3.06 1.12
H 4.52 1.71 1.74
H 2.99 -0.24 1.57
H 4.31 -0.74 0.50
H 2.36 -1.74 -0.97
H 2.95 -2.63 0.47
H 0.78 -3.67 0.65
H -0.54 -2.56 1.15
H -1.02 -3.47 -1.09
H 0.57 -2.98 -1.69
H -1.25 0.95 -1.84
H -4.24 2.72 -1.68
H -2.49 2.96 -1.75
H -3.36 3.19 -0.23
H -4.60 -2.63 1.31
H -5.86 -1.55 0.67
H -4.98 -1.10 2.13
H -2.62 -2.58 0.12
*
```

# 5
The following is a quantum chemistry calculation of C16H26CuN2O10 as an isolated structure at a distorted geometry, from the Open Molecules 2025 dataset.

**⟨S²⟩**: 0.751
**Energy**: -85109.3729 eV
**Frontier orbital gap (spin up / spin down)**: 5.19 / 5.15 eV
**Energy above the lowest of the compared OMol25 structures with the same formula, charge and spin**: 0.0 kcal per mole

ORCA input file:
```
! wB97M-V def2-TZVPD RIJCOSX def2/J DEFGRID3
* xyz -2 2
Cu 1.09 -0.23 -1.16
C -3.42 0.40 0.45
C -2.34 1.39 0.86
N -1.66 0.99 2.10
C -2.14 1.03 3.38
C -1.20 0.42 4.15
N -0.12 0.16 3.33
C -0.43 0.55 2.10
C 1.19 -0.37 3.71
H -3.15 -0.60 0.12
H -4.11 0.80 -0.29
H -4.01 0.13 1.35
H -2.82 2.37 0.88
H -1.54 1.43 0.11
H -3.08 1.49 3.65
H -1.15 0.25 5.20
H 0.16 0.43 1.22
H 1.42 -1.23 3.09
H 1.12 -0.65 4.76
H 1.92 0.42 3.58
C 1.16 3.91 -1.49
C 1.02 2.43 -1.19
O 0.40 2.01 -0.18
O 1.61 1.64 -1.98
H 2.12 4.04 -1.98
H 1.11 4.47 -0.56
H 0.33 4.27 -2.10
C 2.71 -3.07 -3.50
C 1.19 -2.79 -3.38
O 0.87 -1.66 -2.90
O 0.38 -3.63 -3.81
H 3.12 -2.90 -2.50
H 3.10 -2.41 -4.27
H 2.76 -4.10 -3.84
C 4.73 -0.98 0.80
C 3.41 -0.72 0.12
O 2.47 -0.13 0.74
O 3.18 -1.16 -1.02
H 4.94 -2.04 0.94
H 4.86 -0.45 1.74
H 5.50 -0.54 0.16
C -1.75 -2.88 1.20
C -1.26 -2.17 -0.07
O -1.86 -2.49 -1.08
O -0.19 -1.45 0.02
H -0.95 -2.74 1.95
H -1.84 -3.95 1.06
H -2.61 -2.42 1.70
C -2.37 2.42 -2.24
C -2.17 0.97 -2.71
O -3.06 0.46 -3.43
O -1.11 0.42 -2.33
H -1.50 3.05 -2.39
H -2.82 2.54 -1.25
H -3.20 2.87 -2.81
*
```

# 6
The following is a quantum chemistry calculation of an isolated molecule of C16H26N4O2S at a distorted geometry, from the Open Molecules 2025 dataset.

**Energy**: -37906.9817 eV
**Frontier orbital gap**: 8.60 eV
**Energy above the lowest of the compared OMol25 structures with the same formula, charge and spin**: 3.9 kcal per mole
**SMILES string**: CCCCCCn1c(SCCCC)nc2c1c(=O)[nH]c(=O)n2C

ORCA input file:
```
! wB97M-V def2-TZVPD RIJCOSX def2/J DEFGRID3
* xyz 0 1
C 6.61 1.04 1.63
C 5.77 0.59 0.44
C 4.35 1.12 0.52
C 3.50 0.66 -0.67
C 2.07 1.18 -0.59
C 1.20 0.65 -1.74
N 0.05 -0.08 -1.26
C -1.17 0.41 -0.99
S -1.60 2.06 -1.28
C -3.36 2.00 -0.81
C -3.54 1.98 0.70
C -5.01 2.00 1.11
C -5.75 0.73 0.72
N -2.00 -0.50 -0.50
C -1.27 -1.63 -0.45
C 0.02 -1.41 -0.91
C 0.99 -2.45 -0.97
O 2.14 -2.41 -1.35
N 0.44 -3.65 -0.50
C -0.84 -3.92 -0.03
O -1.15 -5.03 0.34
N -1.71 -2.85 -0.01
C -3.06 -3.01 0.47
H 7.62 0.64 1.56
H 6.17 0.69 2.56
H 6.67 2.12 1.67
H 5.74 -0.51 0.41
H 6.24 0.93 -0.49
H 3.88 0.78 1.44
H 4.37 2.21 0.55
H 3.49 -0.43 -0.71
H 3.96 1.02 -1.60
H 1.63 0.86 0.36
H 2.07 2.27 -0.59
H 1.79 -0.05 -2.35
H 0.84 1.46 -2.37
H -3.77 1.11 -1.27
H -3.80 2.89 -1.25
H -3.06 1.08 1.10
H -3.03 2.85 1.13
H -5.50 2.86 0.66
H -5.06 2.12 2.19
H -5.83 0.63 -0.36
H -5.22 -0.15 1.10
H -6.75 0.73 1.14
H 1.06 -4.45 -0.51
H -3.75 -2.60 -0.26
H -3.19 -2.49 1.42
H -3.23 -4.08 0.61
*
```

# 7
The following is a quantum chemistry calculation of an isolated molecule of C16H26N4O2S2 at a distorted geometry, from the Open Molecules 2025 dataset.

**Energy**: -48740.6508 eV
**Frontier orbital gap**: 8.84 eV
**Energy above the lowest of the compared OMol25 structures with the same formula, charge and spin**: 8.2 kcal per mole
**SMILES string**: CC[C@H](C)C(=O)Nc1nnc(SCC(=O)N2[C@H](C)CCC[C@@H]2C)s1

ORCA input file:
```
! wB97M-V def2-TZVPD RIJCOSX def2/J DEFGRID3
* xyz 0 1
C 7.25 0.13 1.13
C 5.82 -0.39 0.99
C 5.19 -0.04 -0.36
C 5.02 1.47 -0.57
C 3.88 -0.78 -0.48
O 3.73 -1.79 -1.12
N 2.85 -0.25 0.25
C 1.61 -0.83 0.28
N 0.61 -0.35 0.94
N -0.49 -1.07 0.83
C -0.35 -2.11 0.08
S -1.59 -3.24 -0.32
C -2.98 -2.78 0.78
C -3.08 -1.33 1.26
O -3.08 -1.15 2.46
N -3.23 -0.34 0.37
C -3.21 1.02 0.91
C -4.61 1.60 1.10
C -2.30 1.92 0.08
C -2.63 1.85 -1.41
C -2.49 0.40 -1.87
C -3.39 -0.55 -1.06
C -4.86 -0.45 -1.49
S 1.27 -2.31 -0.60
H 7.28 1.21 1.11
H 7.68 -0.21 2.07
H 7.87 -0.24 0.31
H 5.21 0.02 1.80
H 5.83 -1.48 1.10
H 5.84 -0.44 -1.16
H 4.38 1.67 -1.42
H 4.60 1.95 0.31
H 5.99 1.93 -0.76
H 2.96 0.59 0.79
H -2.89 -3.40 1.67
H -3.88 -3.08 0.23
H -2.77 0.91 1.91
H -5.08 1.88 0.16
H -5.24 0.87 1.61
H -4.55 2.48 1.73
H -2.38 2.94 0.45
H -1.26 1.59 0.23
H -3.64 2.22 -1.59
H -1.94 2.48 -1.97
H -2.74 0.30 -2.92
H -1.45 0.09 -1.73
H -3.06 -1.56 -1.29
H -5.21 0.58 -1.54
H -5.49 -0.99 -0.79
H -4.98 -0.89 -2.48
*
```

# 8
The following is a quantum chemistry calculation of an isolated molecule of C16H26N6O5S, from the Open Molecules 2025 dataset.

**Energy**: -47027.7469 eV
**Frontier orbital gap**: 9.45 eV
**Energy above the lowest of the compared OMol25 structures with the same formula, charge and spin**: 39.2 kcal per mole
**SMILES string**: CS[C@]1(C(=O)NCCOCCN(C)C(=O)Cn2cnc(C(N)=O)n2)C[C@H](O)C1

ORCA input file:
```
! wB97M-V def2-TZVPD RIJCOSX def2/J DEFGRID3
* xyz 0 1
C -2.20 4.74 3.56
S -0.73 3.73 3.82
C -1.51 2.16 4.28
C -2.43 1.58 3.21
O -3.41 0.93 3.52
N -2.05 1.77 1.93
C -2.69 1.06 0.85
C -2.16 -0.35 0.70
O -0.78 -0.27 0.38
C -0.16 -1.54 0.33
C 1.30 -1.36 -0.03
N 1.48 -0.78 -1.36
C 1.67 0.66 -1.43
C 1.41 -1.62 -2.42
O 1.19 -2.81 -2.29
C 1.60 -1.00 -3.80
N 1.76 -2.01 -4.82
C 0.99 -3.06 -5.14
N 1.50 -3.71 -6.16
C 2.64 -3.00 -6.42
C 3.59 -3.37 -7.52
N 3.20 -4.48 -8.19
O 4.59 -2.73 -7.77
N 2.83 -1.96 -5.64
C -0.40 1.18 4.77
C -0.75 1.55 6.23
O 0.14 2.47 6.83
C -2.07 2.16 5.72
H -1.86 5.75 3.34
H -2.78 4.36 2.72
H -2.81 4.76 4.46
H -1.17 2.24 1.77
H -3.76 1.01 1.05
H -2.53 1.61 -0.08
H -2.29 -0.90 1.65
H -2.70 -0.89 -0.08
H -0.23 -2.04 1.31
H -0.65 -2.18 -0.41
H 1.77 -0.69 0.69
H 1.79 -2.32 0.00
H 1.71 1.00 -2.46
H 0.84 1.16 -0.93
H 2.60 0.94 -0.94
H 0.75 -0.36 -4.03
H 2.50 -0.40 -3.85
H 0.09 -3.31 -4.61
H 2.36 -4.97 -7.92
H 3.78 -4.82 -8.94
H -0.66 0.15 4.53
H 0.62 1.39 4.45
H -0.84 0.72 6.92
H 0.18 3.26 6.28
H -2.35 3.12 6.15
H -2.91 1.46 5.79
*
```

# 9
The following is a quantum chemistry calculation of an isolated molecule of C16H26N6O5S, from the Open Molecules 2025 dataset.

**Energy**: -47027.7026 eV
**Frontier orbital gap**: 9.30 eV
**Energy above the lowest of the compared OMol25 structures with the same formula, charge and spin**: 40.2 kcal per mole
**SMILES string**: CS[C@]1(C(=O)NCCOCCN(C)C(=O)Cn2cnc(C(N)=O)n2)C[C@H](O)C1

ORCA input file:
```
! wB97M-V def2-TZVPD RIJCOSX def2/J DEFGRID3
* xyz 0 1
C -0.19 3.30 1.40
S 1.11 3.38 2.66
C 0.28 2.73 4.14
C -1.22 3.05 4.11
O -2.07 2.18 4.02
N -1.52 4.36 4.22
C -2.89 4.83 4.12
C -3.39 4.91 2.70
O -2.57 5.82 1.99
C -2.92 5.92 0.62
C -1.94 6.85 -0.06
N -1.98 8.20 0.48
C -0.99 8.54 1.49
C -2.96 9.02 0.03
O -3.79 8.65 -0.78
C -3.00 10.43 0.61
N -3.93 11.28 -0.10
C -5.23 11.10 -0.39
N -5.69 12.16 -1.02
C -4.60 12.97 -1.10
C -4.64 14.31 -1.76
N -5.86 14.60 -2.27
O -3.67 15.04 -1.81
N -3.51 12.48 -0.55
C 0.53 1.26 4.52
C 0.72 1.72 5.98
O 1.68 1.11 6.79
C 0.97 3.15 5.46
H 0.30 3.50 0.45
H -0.64 2.31 1.36
H -0.95 4.06 1.58
H -0.77 5.03 4.09
H -3.52 4.15 4.69
H -2.94 5.82 4.58
H -3.34 3.91 2.23
H -4.43 5.24 2.68
H -2.87 4.93 0.15
H -3.94 6.29 0.51
H -0.92 6.47 0.07
H -2.17 6.88 -1.12
H -1.13 9.55 1.86
H -1.08 7.85 2.33
H 0.01 8.46 1.07
H -3.26 10.39 1.67
H -2.03 10.92 0.52
H -5.77 10.21 -0.15
H -6.61 13.94 -2.20
H -5.98 15.48 -2.74
H -0.26 0.55 4.30
H 1.48 0.92 4.10
H -0.22 1.66 6.53
H 2.51 1.06 6.30
H 2.04 3.31 5.29
H 0.57 4.00 6.01
*
```

Repeat the fourth record exactly.
The following is a quantum chemistry calculation of an isolated molecule of C16H26ClNO2, from the Open Molecules 2025 dataset.

**Energy**: -35120.8663 eV
**Frontier orbital gap**: 8.75 eV
**Energy above the lowest of the compared OMol25 structures with the same formula, charge and spin**: 2.3 kcal per mole
**SMILES string**: CCN(CC)CCOCCOc1cc(C)c(Cl)c(C)c1

ORCA input file:
```
! wB97M-V def2-TZVPD RIJCOSX def2/J DEFGRID3
* xyz 0 1
C 1.00 1.57 0.80
C 1.70 1.13 -0.49
N 3.05 0.62 -0.39
C 4.12 1.59 -0.40
C 4.39 2.38 0.89
C 3.25 -0.48 0.53
C 2.44 -1.71 0.13
O 1.16 -1.64 0.73
C 0.29 -2.70 0.45
C -0.23 -2.71 -1.00
O -0.66 -1.44 -1.43
C -1.79 -0.88 -0.91
C -1.99 0.46 -1.23
C -3.10 1.15 -0.79
C -3.30 2.59 -1.13
C -4.03 0.46 -0.01
Cl -5.43 1.30 0.57
C -3.86 -0.88 0.32
C -4.88 -1.59 1.16
C -2.73 -1.54 -0.14
H 0.01 1.95 0.56
H 0.87 0.71 1.46
H 1.55 2.34 1.32
H 1.09 0.34 -0.94
H 1.73 1.97 -1.19
H 3.92 2.30 -1.21
H 5.04 1.05 -0.66
H 5.29 2.97 0.78
H 3.57 3.06 1.12
H 4.52 1.71 1.74
H 2.99 -0.24 1.57
H 4.31 -0.74 0.50
H 2.36 -1.74 -0.97
H 2.95 -2.63 0.47
H 0.78 -3.67 0.65
H -0.54 -2.56 1.15
H -1.02 -3.47 -1.09
H 0.57 -2.98 -1.69
H -1.25 0.95 -1.84
H -4.24 2.72 -1.68
H -2.49 2.96 -1.75
H -3.36 3.19 -0.23
H -4.60 -2.63 1.31
H -5.86 -1.55 0.67
H -4.98 -1.10 2.13
H -2.62 -2.58 0.12
*
```

Which value of energy does entry 6 give? -37906.9817 eV